Below is 11 unconnected molecules or ions with the total composition C66H102N4O22, with properties calculated with wB97M-V/def2-TZVPD.

HOMO-LUMO gap, eV: 7.524
Spin multiplicity: 1
SMILES: Oc1ccc(O)cc1.Oc1ccc(O)cc1.Oc1ccc(O)cc1.Oc1ccc(O)cc1.Oc1ccc(O)cc1.Oc1ccc(O)cc1.Oc1ccc(O)cc1.COCCNCCOC.COCCNCCOC.COCCNCCOC.COCCNCCOC
Electronic energy, eV: -121083.91364
HOMO, eV: -7.9

```
194
C66H102N4O22 wB97M-V/def2-TZVPD
O 3.01 -10.05 6.59
C 2.58 -8.78 6.40
C 1.42 -8.46 5.75
C 1.14 -7.11 5.47
C 1.97 -6.14 6.10
O 1.86 -4.91 5.68
C 2.92 -6.36 6.99
C 3.32 -7.74 7.15
H 3.77 -10.16 7.17
H 0.58 -9.13 5.59
H 0.17 -6.94 5.03
H 2.61 -4.39 5.98
H 3.42 -5.60 7.57
H 4.29 -7.78 7.63
O -5.00 1.18 12.03
C -4.63 0.31 10.98
C -4.82 -1.10 11.18
C -4.31 -1.95 10.16
C -3.62 -1.43 9.07
O -3.22 -2.33 8.18
C -3.52 -0.06 8.88
C -4.04 0.81 9.74
H -4.27 1.51 12.56
H -5.35 -1.56 12.00
H -4.54 -3.00 10.23
H -2.83 -1.84 7.45
H -3.17 0.40 7.97
H -4.00 1.87 9.56
O 5.82 -1.19 -2.46
C 6.08 -1.97 -1.38
C 7.37 -2.13 -0.90
C 7.54 -2.96 0.26
C 6.41 -3.64 0.87
O 6.67 -4.62 1.83
C 5.15 -3.49 0.33
C 4.99 -2.74 -0.86
H 4.91 -1.23 -2.75
H 8.19 -1.51 -1.24
H 8.57 -3.04 0.58
H 5.96 -5.26 1.92
H 4.22 -3.92 0.68
H 4.02 -2.86 -1.30
O 0.95 3.62 6.11
C 0.54 4.78 5.52
C 1.19 5.22 4.41
C 0.72 6.34 3.70
C -0.27 7.13 4.11
O -0.78 8.08 3.32
C -0.89 6.74 5.27
C -0.47 5.58 6.03
H 1.79 3.76 6.54
H 2.10 4.67 4.19
H 1.33 6.57 2.83
H -0.50 8.20 2.40
H -1.72 7.35 5.60
H -0.91 5.46 7.01
O 4.30 6.74 -5.18
C 3.31 7.24 -4.31
C 3.03 8.63 -4.32
C 2.07 9.10 -3.37
C 1.44 8.26 -2.53
O 0.58 8.85 -1.62
C 1.88 6.97 -2.34
C 2.70 6.44 -3.32
H 4.05 5.89 -5.55
H 3.63 9.28 -4.94
H 1.90 10.15 -3.21
H -0.24 8.88 -2.12
H 1.40 6.22 -1.73
H 3.13 5.46 -3.21
O -0.74 -1.32 2.85
C -0.47 -0.94 1.48
C -0.76 -1.92 0.56
C -0.54 -1.70 -0.84
C 0.02 -0.49 -1.23
O 0.19 -0.24 -2.59
C 0.38 0.46 -0.24
C 0.15 0.28 1.12
H -0.09 -1.94 3.19
H -1.11 -2.89 0.88
H -0.77 -2.50 -1.53
H 0.61 0.58 -2.85
H 0.89 1.31 -0.67
H 0.45 0.97 1.91
O 2.49 2.38 -7.48
C 1.68 2.54 -8.62
C 0.55 3.40 -8.49
C -0.17 3.64 -9.69
C 0.15 2.84 -10.81
O -0.62 3.07 -11.92
C 1.26 2.04 -10.91
C 2.02 1.95 -9.77
H 3.35 2.01 -7.71
H 0.31 3.81 -7.52
H -1.03 4.29 -9.79
H -1.10 3.90 -11.94
H 1.34 1.43 -11.80
H 2.80 1.20 -9.71
C -6.46 -4.34 -2.54
O -5.79 -5.15 -3.42
C -5.11 -4.58 -4.49
C -4.12 -5.74 -4.97
N -4.32 -6.01 -6.46
C -5.31 -6.89 -6.84
C -6.57 -6.40 -7.67
O -6.05 -5.45 -8.58
C -6.93 -4.66 -9.36
H -7.31 -3.89 -3.06
H -5.87 -3.57 -2.04
H -6.88 -4.85 -1.67
H -4.60 -3.63 -4.30
H -5.76 -4.16 -5.25
H -4.21 -6.65 -4.38
H -3.09 -5.46 -4.76
H -4.25 -5.18 -7.04
H -5.72 -7.40 -5.97
H -4.86 -7.65 -7.48
H -7.30 -6.03 -6.94
H -7.14 -7.22 -8.12
H -6.43 -4.04 -10.10
H -7.74 -4.19 -8.80
H -7.33 -5.32 -10.14
C -4.38 -7.49 3.84
O -4.28 -8.89 3.62
C -5.04 -9.49 4.73
C -4.23 -10.62 5.28
N -4.01 -11.61 4.28
C -2.92 -12.60 4.48
C -2.06 -12.78 3.17
O -1.05 -13.70 3.58
C 0.06 -13.91 2.83
H -5.32 -6.97 4.05
H -3.97 -6.84 3.07
H -3.67 -7.16 4.60
H -5.93 -9.81 4.20
H -5.26 -8.84 5.57
H -4.84 -10.98 6.11
H -3.26 -10.30 5.66
H -3.86 -11.07 3.44
H -3.35 -13.59 4.66
H -2.27 -12.31 5.30
H -1.64 -11.82 2.87
H -2.56 -13.20 2.30
H 0.90 -13.21 2.87
H -0.23 -14.12 1.80
H 0.60 -14.84 3.06
C 10.08 5.36 2.62
O 11.29 5.09 1.86
C 11.38 5.78 0.56
C 10.09 5.69 -0.26
N 9.66 4.37 -0.66
C 8.25 4.33 -0.89
C 7.37 4.33 0.44
O 7.76 3.15 1.19
C 6.69 2.55 1.90
H 10.26 5.10 3.66
H 9.27 4.82 2.13
H 9.72 6.38 2.70
H 12.23 5.31 0.07
H 11.71 6.82 0.63
H 10.25 6.24 -1.19
H 9.33 6.33 0.18
H 9.64 3.84 0.20
H 7.96 3.49 -1.52
H 7.80 5.15 -1.44
H 6.29 4.38 0.28
H 7.53 5.26 0.98
H 6.13 3.09 2.66
H 6.91 1.53 2.22
H 5.81 2.29 1.32
C -5.29 13.47 -3.18
O -5.63 12.39 -2.41
C -4.76 11.24 -2.41
C -5.25 10.19 -3.45
N -4.44 8.89 -3.18
C -4.44 7.97 -4.31
C -3.79 6.59 -4.16
O -4.50 6.12 -3.03
C -4.14 4.67 -2.90
H -4.29 13.81 -2.95
H -5.95 14.34 -3.19
H -5.27 13.01 -4.17
H -4.78 10.81 -1.41
H -3.74 11.60 -2.57
H -5.16 10.43 -4.51
H -6.27 9.87 -3.25
H -4.84 8.43 -2.37
H -3.77 8.30 -5.11
H -5.49 7.87 -4.57
H -2.76 6.78 -3.86
H -3.94 5.91 -4.99
H -4.77 4.06 -3.55
H -4.46 4.42 -1.89
H -3.13 4.29 -3.09
```

Mulliken atomic charge list, values in e, 99 entries: O -0.52; C 0.27; C -0.31; C -0.60; C 0.84; O -0.48; C -0.83; C -0.45; H 0.32; H 0.45; H 0.40; H 0.29; H 0.34; H 0.28; O -0.55; C 0.10; C -0.48; C -0.36; C 0.53; O -0.46; C -0.19; C -0.66; H 0.31; H 0.40; H 0.38; H 0.26; H 0.30; H 0.42; O -0.52; C 0.69; C -0.65; C -0.41; C 0.45; O -0.54; C -0.58; C -0.49; H 0.29; H 0.40; H 0.39; H 0.30; H 0.36; H 0.31; O -0.55; C 0.32; C -0.46; C -0.28; C 0.34; O -0.55; C -0.36; C -0.57; H 0.33; H 0.39; H 0.33; H 0.29; H 0.38; H 0.39; O -0.54; C 0.46; C -0.51; C -0.15; C -0.05; O -0.50; C -0.56; C -0.38; H 0.31; H 0.39; H 0.44; H 0.32; H 0.39; H 0.37; O -0.54; C 0.29; C -0.41; C -0.48; C 0.57; O -0.52; C -0.31; C -0.87; H 0.29; H 0.43; H 0.47; H 0.29; H 0.27; H 0.54; O -0.52; C 0.57; C -0.62; C -0.62; C 0.87; O -0.55; C -0.76; C -0.29; H 0.29; H 0.42; H 0.26; H 0.30; H 0.39; H 0.27; C -0.79